Entry 1:
The following is a quantum chemistry calculation of C2H4BrNO2 in the gas phase at a distorted geometry, from the OMol25 dataset.

Calculated values
Charge: 0
Structure (SMILES): C[C@@H](Br)[N+](=O)[O-]
Relative energy (zero: lowest compared OMol25 entry of this formula, charge and spin), kcal per mole: 82.8
Highest occupied orbital energy, eV: -10.72
Lowest unoccupied orbital energy, eV: -1.888

Each line ends with the natural charge from an NBO analysis.
Atoms and positions in Å:
C  -0.8495  0.7653  0.2779  -0.70
O  0.7732  -2.1232  -0.8338  -0.34
H  -0.8286  1.8226  0.0259  0.25
C  0.2110  0.0330  -0.4588  0.08
Br  2.1746  1.2731  -0.0346  -0.15
N  0.4793  -1.3179  0.0165  0.47
H  -0.7097  0.6440  1.3504  0.26
H  0.2274  0.0802  -1.5421  0.24
O  0.3466  -1.5385  1.1928  -0.35
H  -1.8242  0.3613  0.0058  0.24

=====

Entry 2:
The following is a quantum chemistry calculation of 2 unconnected molecules or ions with the total composition C2H4BrNO3 at a distorted geometry, from the OMol25 dataset.

Calculated values
Charge: 0
Relative energy (zero: lowest compared OMol25 entry of this formula, charge and spin), kcal per mole: 33.5
Highest occupied orbital energy, eV: -9.43
Lowest unoccupied orbital energy, eV: 0.310

Each line ends with the natural charge from an NBO analysis.
Atoms and positions in Å:
Br  2.6076  0.5747  0.0627  -0.01
H  1.1948  -0.5230  2.1611  0.51
O  0.3968  -0.2874  1.6940  -0.66
C  0.7393  -0.1190  0.3851  0.37
H  -0.4238  -0.0333  -1.5891  0.27
N  1.3349  -1.9310  -0.2450  0.50
H  -1.2339  0.4465  -0.0782  0.24
O  0.9171  -2.2894  -1.3257  -0.37
O  1.9514  -2.4801  0.6282  -0.38
H  -0.2222  1.4907  -0.6635  0.24
C  -0.3197  0.4579  -0.5629  -0.71

=====

Entry 3:
The following is a quantum chemistry calculation of a molecular structure, C2H4Cl2N2S at a distorted geometry, from the OMol25 dataset.

Calculated values
Charge: 0
Relative energy (zero: lowest compared OMol25 entry of this formula, charge and spin), kcal per mole: 0.0
Highest occupied orbital energy, eV: -9.28
Lowest unoccupied orbital energy, eV: 0.362

Each line ends with the natural charge from an NBO analysis.
Atoms and positions in Å:
N  -1.3976  0.6789  0.2839  -0.76
C  0.8598  0.0226  0.5989  -0.21
H  -2.9815  0.3243  -1.3763  0.12
H  0.9232  -0.1107  1.7264  0.27
S  -3.0031  0.0352  0.0397  0.20
N  -0.8074  -1.4931  -0.3749  -0.61
C  -0.4635  -0.3197  0.0472  0.32
Cl  1.6318  1.5220  -0.2104  -0.05
H  -1.1191  1.5949  -0.0946  0.41
Cl  2.1464  -1.1063  -0.0093  -0.04
H  0.0569  -1.9569  -0.3967  0.34

=====

Entry 4:
The following is a quantum chemistry calculation of C2H4Cl3N in the gas phase at a distorted geometry, from the OMol25 dataset.

Calculated values
Charge: 0
Structure (SMILES): NCC(Cl)(Cl)Cl
Relative energy (zero: lowest compared OMol25 entry of this formula, charge and spin), kcal per mole: 0.0
Highest occupied orbital energy, eV: -10.16
Lowest unoccupied orbital energy, eV: 0.578

Each line ends with the natural charge from an NBO analysis.
Atoms and positions in Å:
H  1.6943  -1.0553  0.1197  0.36
N  1.4815  -0.1031  0.4216  -0.82
Cl  -2.5295  0.1010  0.1289  0.03
C  -0.8859  0.0898  -0.5014  -0.10
H  -0.3437  -0.8153  1.2921  0.22
Cl  -0.6937  -1.2515  -1.6323  0.02
H  1.7953  0.4460  -0.3785  0.37
C  0.0710  0.0185  0.6985  -0.28
H  -0.0970  0.9531  1.2556  0.22
Cl  -0.4922  1.6167  -1.4042  -0.02

=====

Entry 5:
The following is a quantum chemistry calculation of C2H4Cl3P in the gas phase at a distorted geometry, from the OMol25 dataset.

Calculated values
Charge: 0
Relative energy (zero: lowest compared OMol25 entry of this formula, charge and spin), kcal per mole: 80.2
Highest occupied orbital energy, eV: -7.85
Lowest unoccupied orbital energy, eV: -0.424

Each line ends with the natural charge from an NBO analysis.
Atoms and positions in Å:
Cl  -1.1103  1.2447  -0.3644  0.24
H  -0.6336  -0.3734  -2.0495  0.21
H  -0.4048  1.1532  1.8642  -0.01
P  -1.7186  0.7953  1.6313  0.25
H  2.0359  -0.4841  -1.2853  0.25
H  -1.3832  -0.6460  1.6284  0.02
Cl  1.6157  0.4009  0.7776  -0.01
C  1.1205  -0.3935  -0.6809  -0.24
Cl  0.5022  -2.0656  -0.1624  -0.13
C  -0.0238  0.3684  -1.3590  -0.57

=====

Entry 6:
The following is a quantum chemistry calculation of C2H4ClN in the gas phase at a distorted geometry, from the OMol25 dataset.

Calculated values
Charge: 0
Structure (SMILES): C=NCCl
Relative energy (zero: lowest compared OMol25 entry of this formula, charge and spin), kcal per mole: 23.9
Highest occupied orbital energy, eV: -10.05
Lowest unoccupied orbital energy, eV: 0.641

Each line ends with the natural charge from an NBO analysis.
Atoms and positions in Å:
N  0.4893  -0.2694  -0.5987  -0.40
H  -1.0633  0.9867  -0.1743  0.20
C  -0.9249  -0.1183  -0.3532  -0.22
H  2.2748  0.0679  0.0538  0.18
H  -1.4369  -0.5919  -1.1564  0.22
H  0.9348  0.8157  0.9868  0.14
C  1.2891  0.2488  0.2178  -0.02
Cl  -1.5630  -1.1395  1.0243  -0.10

=====

Entry 7:
The following is a quantum chemistry calculation of 2 unconnected molecules or ions with the total composition C2H4ClN at a distorted geometry, from the OMol25 dataset.

Calculated values
Charge: 0
Relative energy (zero: lowest compared OMol25 entry of this formula, charge and spin), kcal per mole: 109.2
Highest occupied orbital energy (alpha / beta), eV: -8.75 / -8.75
Lowest unoccupied orbital energy (alpha / beta), eV: -0.656 / -0.661

Each line ends with the natural charge from an NBO analysis.
Atoms and positions in Å:
H  -1.0222  0.0001  2.1771  0.11
C  1.1032  -0.6122  -1.1817  -0.01
H  0.7962  -1.3279  -1.8478  0.14
N  0.3265  0.2010  -0.7197  -0.60
Cl  -2.7016  0.9274  0.8287  0.09
H  2.0530  -0.8438  -0.8079  0.13
H  0.6504  0.7730  0.0039  0.35
C  -1.2054  0.8824  1.5474  -0.22

=====

Entry 8:
The following is a quantum chemistry calculation of C2H4ClN in the gas phase at a distorted geometry, from the OMol25 dataset.

Calculated values
Charge: 0
Relative energy (zero: lowest compared OMol25 entry of this formula, charge and spin), kcal per mole: 68.8
Spin multiplicity: 3
Highest occupied orbital energy (alpha / beta), eV: -4.16 / -10.56
Lowest unoccupied orbital energy (alpha / beta), eV: 1.116 / -3.701

Each line ends with the natural charge from an NBO analysis.
Atoms and positions in Å:
H  -1.4298  -0.3463  -0.8391  0.32
C  0.0345  0.6521  0.2960  -0.25
C  0.4578  -0.7097  0.1140  -0.26
N  -0.9153  -0.3400  0.0950  -0.35
H  0.6215  -1.2507  1.0609  0.25
H  0.9240  -0.8216  -0.8533  0.20
Cl  0.3427  1.6770  -1.1835  -0.13
H  -0.0353  1.1392  1.3099  0.22

=====

Entry 9:
The following is a quantum chemistry calculation of 2 unconnected molecules or ions with the total composition C2H4ClN3 at a distorted geometry, from the OMol25 dataset.

Calculated values
Charge: 0
Relative energy (zero: lowest compared OMol25 entry of this formula, charge and spin), kcal per mole: 115.1
Highest occupied orbital energy (alpha / beta), eV: -7.86 / -7.86
Lowest unoccupied orbital energy (alpha / beta), eV: -0.556 / -0.590

Each line ends with the natural charge from an NBO analysis.
Atoms and positions in Å:
Cl  1.5262  -1.7612  2.6333  0.21
H  -0.2644  -0.2910  -2.2909  0.36
H  1.4119  -0.3161  -2.2907  0.39
C  0.6301  -0.2882  -0.4106  0.27
N  -0.2692  0.0793  0.3901  -0.38
H  -0.8616  1.4857  1.8353  0.18
C  -0.7915  0.4582  1.4584  -0.14
H  -1.3233  -0.2835  2.0787  0.16
N  0.6184  -0.0807  -1.7062  -0.80
N  2.4091  -2.1056  1.3067  -0.25

=====

Entry 10:
The following is a quantum chemistry calculation of C2H4ClNO in the gas phase at a distorted geometry, from the OMol25 dataset.

Calculated values
Charge: 0
Structure (SMILES): NC(=O)CCl
Relative energy (zero: lowest compared OMol25 entry of this formula, charge and spin), kcal per mole: 7.0
Highest occupied orbital energy, eV: -10.08
Lowest unoccupied orbital energy, eV: 0.605

Each line ends with the natural charge from an NBO analysis.
Atoms and positions in Å:
C  0.0624  -0.2043  -0.6124  0.65
N  0.1696  1.1284  -0.7815  -0.80
H  0.1640  0.2126  1.5639  0.22
O  0.4771  -1.0862  -1.4157  -0.60
Cl  -1.7189  -1.2285  1.3007  -0.07
H  0.2454  1.5159  -1.7119  0.41
C  -0.0523  -0.6157  0.8944  -0.45
H  0.0630  1.7778  -0.0656  0.39
H  0.5897  -1.4998  0.8280  0.26

=====

Entry 11:
The following is a quantum chemistry calculation of C2H4ClNO in the gas phase at a distorted geometry, from the OMol25 dataset.

Calculated values
Charge: 0
Relative energy (zero: lowest compared OMol25 entry of this formula, charge and spin), kcal per mole: 69.5
Highest occupied orbital energy, eV: -8.97
Lowest unoccupied orbital energy, eV: 0.699

Each line ends with the natural charge from an NBO analysis.
Atoms and positions in Å:
H  -1.3055  1.3340  -0.6824  0.38
H  1.3400  1.1869  -0.1228  0.20
N  -0.8503  1.0733  0.1805  -0.85
H  -1.5332  0.5198  0.7983  0.40
Cl  0.4284  -3.1409  -1.0502  -0.13
H  0.6325  0.5968  1.3033  0.19
C  0.5147  0.6271  0.2435  0.07
C  -0.0791  -1.5200  -0.3635  0.24
O  0.8525  -0.6771  -0.3068  -0.51

=====

Entry 12:
The following is a quantum chemistry calculation of C2H4ClNO2 in the gas phase at a distorted geometry, from the OMol25 dataset.

Calculated values
Charge: 0
Structure (SMILES): N[C@@H](Cl)C(=O)O
Relative energy (zero: lowest compared OMol25 entry of this formula, charge and spin), kcal per mole: 6.2
Highest occupied orbital energy, eV: -10.30
Lowest unoccupied orbital energy, eV: 0.435

Each line ends with the natural charge from an NBO analysis.
Atoms and positions in Å:
C  -0.0795  -0.6019  -0.0520  -0.08
N  -0.2148  -0.0731  1.2364  -0.86
O  0.8470  1.5323  -0.6930  -0.62
H  -1.0216  0.4395  1.5275  0.39
Cl  -1.7445  -0.5180  -0.9410  -0.14
H  -0.4941  -0.9174  1.8267  0.38
O  1.3258  -0.2180  -1.8822  -0.56
H  0.3432  1.7837  0.0490  0.49
C  0.7630  0.2899  -0.9480  0.74
H  0.2756  -1.7169  -0.1233  0.26